Record 1
Below is a structure of composition C22H20F5O4SeTeZn, with properties calculated with ωB97M-V/def2-TZVPD.

Its charge is +1. The calculation puts the LUMO energy at -3.53 eV. The value obtained for the largest force on an atom is 0.42 eV/Å.

```
54
Properties=species:S:1:pos:R:3:mulliken_charge:R:1
Te 1.65913 0.38863 1.85804 1.086
Se -3.00763 -0.95048 -1.07304 -0.281
Zn -0.66356 -1.24046 -0.93356 1.514
F -0.65449 -0.58230 -3.19466 -0.365
F -5.47325 0.59943 -5.38193 -0.272
F -0.80455 0.18508 -5.73859 -0.284
F -3.21094 0.78411 -6.87204 -0.286
F -5.35345 -0.17413 -2.82094 -0.321
O -0.06522 -2.49230 0.85504 0.051
O 0.10661 0.53820 0.75914 -0.554
O -0.20925 -3.15907 -1.70749 -0.180
O 0.73288 0.00408 -0.47362 -0.711
C -1.14618 -3.19528 1.48429 -0.931
C 0.79066 1.30959 3.50621 0.472
C -4.21925 -0.09172 -3.51578 0.409
C -3.01038 -0.40559 -2.90475 -0.104
C 0.95879 -3.33978 0.33386 -0.640
C -0.36628 2.48900 5.70459 -0.437
C -4.29795 0.30868 -4.83778 0.143
C -0.79524 -3.72984 -2.88466 -0.813
C 3.97231 2.24786 1.41021 -0.807
C 1.96894 2.88313 0.18941 0.030
C -1.88710 -0.29121 -3.70225 0.395
C -1.92585 0.10200 -5.02643 -0.334
C 0.04400 2.47164 3.33540 -0.173
C 2.64937 2.03337 1.04959 0.461
C 3.95916 4.23142 0.05698 -0.458
C 4.62694 3.36383 0.90950 -0.561
C 2.64018 3.99112 -0.30589 -0.683
C 0.48292 -4.09349 -0.88974 -0.587
C 0.38400 1.33356 5.86374 -0.574
C -0.54157 3.05474 4.44650 -0.664
C -3.14558 0.40606 -5.60201 0.720
C 0.96405 0.72900 4.75706 -0.544
H 1.77911 -2.67188 0.06840 0.281
H 1.30077 -4.04061 1.09980 0.437
H -1.77973 -2.44238 1.94597 0.262
H 4.47385 5.09823 -0.33519 0.404
H 0.51482 0.89896 6.84531 0.396
H -1.28193 -4.67247 -2.63163 0.340
H 0.95081 2.66942 -0.10794 0.550
H -1.13152 3.95395 4.33248 0.395
H 4.49774 1.56662 2.07034 0.338
H -0.02832 -3.89354 -3.64175 0.284
H 1.53920 -0.18169 4.87845 0.353
H -1.73264 -3.75454 0.75346 0.269
H -0.82107 2.95503 6.56843 0.401
H -0.19418 -4.91255 -0.63137 0.442
H -0.75474 -3.86911 2.24833 0.330
H -0.08328 2.91361 2.35539 0.384
H -1.54297 -3.03098 -3.24823 0.228
H 5.65700 3.55026 1.18087 0.398
H 1.34244 -4.50994 -1.42263 0.406
H 2.13239 4.66472 -0.98289 0.388
```

***

Record 2
Below is a structure of composition C3H5N3 at a distorted geometry, with properties calculated with ωB97M-V/def2-TZVPD.

The calculation puts the LUMO energy at -0.02 eV. The value obtained for the largest force on an atom is 1.49 eV/Å.

```
11
Properties=species:S:1:pos:R:3:mulliken_charge:R:1
N -1.57908 1.58500 -0.27772 -0.535
N 0.10616 1.68837 0.40987 -0.490
N 0.78879 -1.33373 -0.16831 -0.448
C -0.51744 -0.75314 0.04285 -0.321
C 1.78280 -0.55104 -0.19190 -0.243
C -0.56776 0.71941 0.00007 0.672
H -2.38628 1.25341 0.28172 0.249
H -0.89438 -1.07084 1.02600 0.263
H 2.77803 -0.95572 -0.35402 0.266
H -1.22942 -1.11774 -0.70389 0.294
H 1.71858 0.53603 -0.06464 0.292
```

***

Record 3
Below is a structure of composition C18H17N2O9SV at a distorted geometry, with properties calculated with ωB97M-V/def2-TZVPD.

Its charge is -1. Its spin multiplicity is 4. The calculation puts the LUMO energy (alpha / beta) at 2.63 / 2.63 eV. The value obtained for the largest force on an atom is 2.92 eV/Å.

```
48
Properties=species:S:1:pos:R:3:lowdin_spin:R:1
V -0.37593 -0.02192 -1.17281 2.750
S 3.03443 1.21472 -2.08624 0.004
O 1.31711 -0.68909 0.55465 0.018
O -0.30227 -2.14129 -1.07349 0.026
O -1.58744 -3.96730 -0.52393 0.009
O 3.70134 0.89845 -3.31927 0.000
O -3.44027 2.47605 -2.25814 0.017
O -0.92095 1.37274 0.43339 0.029
O -2.20061 -1.18407 1.83859 0.004
O 2.58791 2.58747 -1.98425 0.001
O -1.45689 1.38957 -2.20364 0.030
N 1.84395 0.14335 -1.52380 0.022
N -2.42421 -0.67154 -1.36234 0.000
C -3.95125 -2.37695 -1.02106 -0.004
C 3.56027 0.10381 0.14912 0.001
C 5.50583 1.21375 -0.68984 0.000
C -4.97344 -1.62876 -1.56881 0.013
C -2.78167 1.45873 -2.23062 0.010
C -2.62286 -1.92488 -1.02666 0.017
C 2.11815 -0.21530 -0.24695 0.012
C 5.64459 -0.09495 1.30762 0.000
C -2.34459 0.19670 2.14614 0.001
C -1.15952 1.10561 1.83746 0.002
C -3.38033 0.11095 -1.93711 0.014
C -0.08508 2.52317 0.26470 0.012
C -4.67988 -0.36015 -2.07749 -0.004
C 4.15202 0.91884 -0.78892 0.001
C -1.39250 -1.88225 2.77584 0.000
C -1.38987 -2.77445 -0.78977 0.007
C 6.28589 0.71008 0.37378 0.001
C 4.27760 -0.42166 1.21375 0.001
H -0.40600 -1.34488 2.81554 0.000
H 3.71180 -1.17780 1.84461 0.000
H 0.80969 2.36814 0.87417 0.000
H 6.00655 1.81735 -1.43723 0.000
H -1.24717 -2.84824 2.29278 0.000
H -3.24251 0.56475 1.64910 0.000
H -1.31018 2.09581 2.28649 0.000
H 7.33550 0.93243 0.43047 0.000
H 0.30138 2.60093 -0.79239 0.004
H -5.45499 0.31301 -2.46671 0.000
H -0.20420 0.75545 2.26539 0.000
H -1.88130 -2.00644 3.81412 0.000
H -0.55140 3.48835 0.53904 0.002
H 6.28045 -0.50778 2.03880 0.000
H -2.49358 0.28932 3.25954 0.000
H -4.19725 -3.42480 -0.74933 -0.001
H -6.01632 -1.98504 -1.67431 0.001
```

***

Record 4
Below is a cluster of 2 separate species, C5H13N4S2 in total at a distorted geometry, with properties calculated with ωB97M-V/def2-TZVPD.

Its charge is +1. The calculation puts the LUMO energy at -5.46 eV. The value obtained for the largest force on an atom is 4.31 eV/Å.

```
24
Properties=species:S:1:pos:R:3:mulliken_charge:R:1
S -1.52414 0.90566 1.18186 0.331
S 2.96396 0.68009 -1.02293 -0.354
N 2.00589 -0.98273 0.83054 -0.110
N -0.04451 0.36690 1.27345 -0.574
N 0.80192 0.91910 0.44835 0.474
N -2.99467 -0.74648 0.19581 -0.585
C -2.44686 -0.72643 -1.22261 -0.574
C 0.40403 1.94844 -0.41233 -0.574
C 1.92896 0.12119 0.11597 0.436
C 3.09384 -1.95835 0.76894 -0.803
C -1.03148 2.24639 -0.02078 -0.479
H -1.26669 3.18694 0.40050 0.424
H -2.92741 0.19777 -1.71088 0.275
H 1.12062 2.74353 -0.02327 0.365
H -4.03970 -1.04711 0.06099 0.288
H 3.85250 -1.52385 0.15854 0.291
H -1.27494 -0.61559 -1.07218 0.128
H 1.10839 -1.11986 1.31409 0.268
H -2.45046 -1.69438 -1.82534 0.323
H -2.60056 -1.54455 0.71255 0.259
H 3.50411 -2.12520 1.81274 0.285
H -1.75014 2.18167 -0.86720 0.258
H 2.91576 -2.95651 0.34122 0.304
H 0.65156 1.54336 -1.43803 0.344
```

***

Record 5
Below is an isolated molecule of C11H22O2, with properties calculated with ωB97M-V/def2-TZVPD.

Its structure (SMILES) is CCCCCC[C@@H](CCC)C(=O)O. The calculation puts the LUMO energy at 0.77 eV. The value obtained for the largest force on an atom is 0.63 eV/Å.

```
35
Properties=species:S:1:pos:R:3:mulliken_charge:R:1
O 1.04166 -2.21686 -0.95478 -0.436
O -0.37179 -2.06595 0.75208 -0.590
C -0.69202 -0.56382 -1.09945 0.902
C -2.02561 0.25337 -3.80918 -1.247
C 1.35569 0.91836 0.87342 -0.789
C 0.04441 -0.20822 -2.39304 -0.846
C 0.44519 1.01126 4.66271 -1.381
C -0.70098 0.79088 -3.27964 -0.535
C 1.03923 0.42485 2.28613 -0.559
C 0.58641 1.53049 3.23696 -0.288
C -0.00460 -1.66622 -0.32290 -0.289
C -0.99333 0.62429 -0.16519 -1.086
C 0.18332 1.55653 0.12745 -0.794
H 0.55893 1.97136 -0.81004 0.366
H 1.73875 0.07944 0.28810 0.218
H -2.45662 0.95239 -4.52240 0.405
H -2.74378 0.11031 -3.00561 0.284
H -0.37507 1.93075 2.91105 0.282
H 0.20106 -1.12715 -2.96162 0.549
H 0.27767 -0.35458 2.24740 0.164
H 1.39917 0.63973 5.03115 0.337
H 1.94649 -0.03101 2.69236 0.454
H 2.15790 1.65960 0.93580 0.526
H -1.79231 1.21832 -0.61299 0.412
H 0.10447 1.80137 5.32836 0.384
H -1.37592 0.21515 0.77104 0.481
H 1.02968 0.19148 -2.15081 0.288
H -0.19555 2.39534 0.71472 0.467
H -1.87647 -0.69957 -4.31254 0.294
H 1.31322 2.34685 3.21723 0.296
H -0.05608 1.03057 -4.12848 0.414
H -0.87908 1.71837 -2.73393 0.236
H 1.41227 -2.93147 -0.41273 0.389
H -1.66363 -1.00117 -1.36400 0.362
H -0.27436 0.19629 4.69838 0.331
```

***

Record 6
Below is a structure of composition C47H50N5O5P2RhS2Si at a distorted geometry, with properties calculated with ωB97M-V/def2-TZVPD.

Its spin multiplicity is 5. The calculation puts the LUMO energy (alpha / beta) at -0.70 / -4.87 eV. The value obtained for the largest force on an atom is 5.65 eV/Å.

```
113
Properties=species:S:1:pos:R:3:lowdin_spin:R:1
Rh -0.09197 -0.30741 0.10052 2.195
S 7.80926 -1.33760 -0.46542 0.000
S -9.40120 2.73715 0.05991 -0.052
P 2.03081 0.87002 0.52731 0.098
P 1.93943 -0.84394 -1.56416 0.073
Si -1.69666 -3.20289 -0.95519 0.016
O -10.44749 2.07963 -0.68352 0.349
O 0.28970 -1.29483 2.21263 0.071
O -9.76918 3.35035 1.31950 0.357
O -0.09981 0.87180 2.33198 0.101
O -8.40510 3.42787 -0.72032 0.361
N 3.08735 -0.19564 -0.39492 0.003
N -1.37465 -1.53390 -1.29364 0.144
N -9.21849 0.39473 1.36604 -0.003
N -2.28457 0.38353 0.77426 0.061
N -7.17143 1.34586 0.74328 -0.002
C -8.58296 -0.60776 1.95305 0.000
C 0.50853 2.97597 -0.20602 0.001
C 3.04949 1.54885 3.06485 0.001
C 3.76077 -1.14237 0.50375 0.001
C 2.54503 -2.52611 -3.67475 0.007
C 4.02390 2.02055 3.92983 0.000
C 5.06986 -1.66332 -0.09104 0.000
C 3.86353 0.51688 -3.07226 0.004
C -2.00021 -4.38158 -2.43367 0.003
C 1.72625 2.35763 -0.49692 0.005
C 0.08707 -0.24149 2.84161 0.009
C -2.65451 -1.14399 -3.33267 0.010
C 3.00296 -3.66216 -4.31444 -0.001
C 3.03659 -3.50925 -1.55377 0.006
C 0.96822 4.68549 -1.82275 0.000
C 5.42188 2.57219 2.05959 0.002
C 3.53772 -4.70666 -3.57829 0.007
C 2.56773 2.93091 -1.44118 0.001
C 7.59571 -1.32897 -2.26866 0.000
C -6.49961 0.33770 1.31244 0.000
C -2.84251 -0.45590 1.63726 0.002
C -1.68625 1.46913 -3.32839 0.005
C -4.20000 -0.48513 1.89387 0.001
C 1.62227 0.73615 -3.89359 0.001
C -1.32256 0.59506 -2.32996 0.045
C 3.52541 -4.63480 -2.19536 0.000
C 2.50392 0.24372 -2.94093 0.018
C -7.19785 -0.69667 1.94183 -0.001
C 0.13489 4.13380 -0.86240 0.000
C -3.07004 1.26470 0.16158 0.006
C 2.60912 -2.40286 -2.28583 0.010
C 6.19999 -0.65818 0.05800 0.000
C 2.18165 4.08205 -2.10688 0.000
C -3.23954 -3.40800 0.16929 0.002
C -1.78655 -0.74342 -2.29258 0.014
C -5.03962 0.37691 1.19071 -0.001
C 5.21413 2.52122 3.42983 -0.001
C 4.44985 2.10744 1.19418 0.007
C 3.43600 1.80736 -5.04843 0.000
C 4.32567 1.29847 -4.11460 0.001
C -4.44155 1.29590 0.32760 0.003
C 3.26147 1.58081 1.69307 0.036
C 2.08644 1.51994 -4.93791 0.000
C -2.52837 1.04201 -4.34814 0.009
C -3.00007 -0.26631 -4.33480 -0.001
C -0.13229 -3.79414 -0.04403 -0.001
C -8.46807 1.29374 0.79086 -0.010
H 6.33835 -0.38528 1.10379 0.000
H -9.20340 -1.35218 2.43297 0.000
H 3.51702 2.47843 -1.67592 0.000
H 6.01810 0.24648 -0.51965 0.000
H 7.38168 -0.31690 -2.60013 0.000
H -3.04046 -2.14960 -3.33139 0.001
H 8.53533 -1.66627 -2.69365 0.000
H -4.03768 -2.72038 -0.09541 0.000
H 1.39379 1.90171 -5.67375 0.000
H -6.69379 -1.54270 2.38040 0.000
H 5.35062 -2.58160 0.42737 0.000
H 3.09486 -1.97008 0.76865 0.000
H -2.81240 1.72013 -5.13759 0.001
H 2.12139 1.15701 3.45106 0.000
H 3.85911 1.98816 4.99727 0.000
H 6.79776 -2.00712 -2.55740 0.000
H 3.93935 -5.57564 -4.07780 0.000
H 2.95804 -3.71513 -5.39338 0.000
H 4.55409 0.12549 -2.34065 0.001
H 4.61220 2.14613 0.12865 0.000
H -0.35964 -4.62895 0.61124 0.000
H 2.14096 -1.71967 -4.26759 0.000
H 3.01841 -3.49588 -0.47659 0.000
H 3.79752 2.42015 -5.86148 0.000
H 4.92437 -1.90175 -1.14506 0.000
H 3.99533 -0.62011 1.43688 0.000
H -1.29383 2.47775 -3.31921 0.000
H -1.36842 -4.15397 -3.28595 0.000
H 0.57079 0.49977 -3.82226 0.001
H 0.07689 -0.30478 3.95607 0.007
H -3.63112 -4.41633 0.07885 0.000
H 2.83608 4.51247 -2.85110 0.000
H 0.62874 -4.12108 -0.74424 0.000
H 0.28767 -2.99412 0.56662 -0.001
H -4.58318 -1.17792 2.62411 0.000
H -2.17703 -1.13553 2.15114 0.000
H -1.78547 -5.40191 -2.13021 0.001
H -2.98877 -3.25278 1.21154 0.000
H -5.05880 2.00877 -0.19687 0.000
H 5.38255 1.51126 -4.20321 0.000
H 0.67806 5.58959 -2.33783 0.000
H -3.03514 -4.36447 -2.76252 0.000
H -3.65002 -0.60366 -5.12818 0.000
H 3.90228 -5.45934 -1.60741 0.000
H -0.13043 2.54587 0.55783 0.000
H 5.98087 2.87116 4.10573 0.000
H -0.63348 0.91067 -1.52758 0.015
H -2.59139 1.97435 -0.49735 0.000
H 6.34707 2.96972 1.66618 0.000
H -0.80621 4.60693 -0.62552 0.000
```

***

Number 1: molecular weight 715.34 g mol⁻¹, energy -6099.01980 hartree. Number 2: molecular weight 83.09 g mol⁻¹, energy -281.42141 hartree. Number 3: molecular weight 488.35 g mol⁻¹, energy -2825.12567 hartree. Number 4: molecular weight 193.32 g mol⁻¹, energy -1213.34251 hartree. Number 5: molecular weight 186.29 g mol⁻¹, energy -582.84177 hartree. Number 6: molecular weight 1022.02 g mol⁻¹, energy -4350.01293 hartree.